[1]
54
Properties=species:S:1:pos:R:3 method="wB97M-V/def2-TZVPD" homo_ha="-0.26605 / -0.30631" energy_ha=-2463.00544 e_lumo_ev="0.64 / -1.74" multiplicity=5 largest_force_ev_per_a=6.8 charge=0
O 0.2762 0.3883 0.4675
C -0.6060 0.1570 -0.6680
C -1.1304 -1.1475 -0.0663
H -0.0055 0.0565 -1.5785
H -1.3416 0.9654 -0.7395
C -0.1191 -0.8686 1.0766
H -0.9280 -2.0297 -0.6814
H -2.1779 -1.0932 0.2532
C 1.0608 -1.8171 1.1133
H 1.4911 -1.9210 0.1108
H 0.7378 -2.8072 1.4610
H 1.8315 -1.4381 1.7955
C -0.6983 -0.6134 2.4440
H -1.5889 0.0148 2.3719
H 0.0362 -0.0963 3.0696
H -0.9648 -1.5575 2.9305
Co 1.7046 2.7887 0.9080
C 0.5758 4.1389 1.9458
C 0.0450 4.6662 0.6965
C -0.9949 3.8032 0.2830
H 0.3615 5.5937 0.2168
C -1.1576 2.7642 1.2422
C -0.1726 2.9138 2.2462
H -0.1165 2.3399 3.1734
H 1.1270 4.7417 2.6641
H -1.6282 3.9495 -0.5901
H -2.0153 2.0907 1.2749
C 3.4131 3.5237 1.6668
C 2.7273 2.7717 2.6742
C 2.4965 1.4593 2.1692
H 2.4925 3.1130 3.6842
C 3.1410 1.3621 0.8924
C 3.7039 2.6365 0.5845
H 4.3094 2.8808 -0.2800
H 3.7631 4.5526 1.7473
H 2.0290 0.6448 2.7177
H 3.1950 0.4755 0.2678
O -1.6533 -3.5412 -2.3371
C -2.1104 -4.6051 -1.4793
C -2.6907 -5.7566 -2.3202
H -2.8722 -4.2004 -0.7911
H -1.2622 -4.9252 -0.8557
C -2.9341 -5.1155 -3.6998
H -3.5945 -6.1708 -1.8707
H -1.9391 -6.5478 -2.4055
C -1.9594 -3.9224 -3.7039
H -3.9666 -4.7546 -3.7595
H -2.7538 -5.8067 -4.5255
H -2.3588 -3.0460 -4.2353
H -1.0250 -4.2209 -4.2164
O 1.3448 3.1354 -3.0605
C 1.5692 3.3211 -1.8763
O 1.1489 2.5511 -0.8810
H 2.1847 4.2026 -1.5273

---

[2]
14
Properties=species:S:1:pos:R:3 method="wB97M-V/def2-TZVPD" homo_ha=-0.33889 energy_ha=-377.87204 e_lumo_ev=-5.13 largest_force_ev_per_a=1.6 charge=0
N 1.4933 1.3421 -0.0735
C 1.2897 0.0127 -0.3666
N 2.5361 -0.6935 -0.3397
O 0.4627 -0.5724 0.6326
H 0.7804 -0.1702 -1.3303
H 0.8232 1.9459 -0.5547
H 3.3398 -0.0963 -0.2167
H 2.4980 -1.4821 0.2912
H -2.3803 -0.2288 -0.0166
H -3.6352 -0.8306 -0.7110
O -2.7233 -0.6233 -0.9354
H -2.2993 1.0335 1.6517
H -0.3057 0.0293 0.8285
O -1.8793 0.3340 1.1407